This record from the OMol25 dataset describes 20 unconnected molecules or ions with the total composition H39O20 at a distorted geometry. The level of theory is wB97M-V/def2-TZVPD.

Geometry as XYZ:
```
59
Properties=species:S:1:pos:R:3:forces:R:3
O -2.0571 -4.7419 -1.3769 -1.12 -1.65 1.86
H -2.6135 -4.2986 -0.7061 0.27 0.37 -0.92
O 0.2251 1.6794 -5.8094 0.86 0.42 -1.13
H -0.1005 1.2608 -5.0170 0.07 -0.40 0.59
H 1.1353 1.3568 -5.9458 -0.78 0.17 0.26
O 0.5841 4.8155 -3.5637 -1.01 2.15 0.72
H 0.9968 4.0752 -3.9375 0.81 -1.72 -0.46
H 0.6562 4.7827 -2.5943 0.08 -0.52 -0.17
O 2.4403 2.1221 -0.1183 0.42 0.49 -0.09
H 2.9461 1.4178 -0.5063 0.52 -0.24 -0.11
H -1.6916 -4.1116 -1.9515 0.62 1.53 -0.90
O -5.6870 1.6990 1.5764 -1.36 0.74 2.05
H -5.0885 1.4614 0.9064 1.44 -0.03 -1.18
H -5.2582 2.3276 2.1921 -0.11 -0.64 -0.89
O 0.1530 -4.3266 3.6306 2.07 0.90 2.01
H -0.3088 -5.0823 3.3287 -1.09 -0.20 -0.99
H -0.1548 -3.4737 3.3264 -0.66 -0.49 -0.37
O -1.1531 2.4330 1.6428 2.95 2.65 1.99
H -0.9187 1.5442 1.6473 -0.08 -2.44 -0.33
H -1.9553 2.6866 1.3007 -2.80 -0.01 -1.30
O -0.6504 0.4869 -0.4068 -0.36 2.98 3.11
H 1.8474 1.6308 0.4959 0.38 -0.11 0.02
H 2.3353 -3.4430 -2.3353 0.73 1.07 -1.28
O 0.8820 3.8792 -0.7858 -2.47 3.05 -2.36
H 0.5324 3.7757 0.0706 -0.14 -0.57 1.56
H 1.6676 3.4111 -0.9231 1.77 -1.67 0.62
O 5.0254 1.2114 -0.2861 0.67 -1.96 -1.11
H 5.8040 1.5513 0.1498 0.24 0.29 0.26
H 5.3584 0.3738 -0.7236 -0.61 1.43 0.74
O -1.4656 -1.1455 1.4175 -0.14 1.99 0.03
H -1.4570 -0.2699 0.8531 0.46 -2.39 0.82
H -0.6211 -1.5464 1.2103 0.25 0.23 -0.02
O 1.8964 -1.3973 -0.7748 0.13 0.10 0.56
H 0.9683 -1.5738 -0.9709 0.02 0.35 0.17
H 1.8613 -0.8095 0.0512 -0.57 0.11 -1.10
O 1.2591 0.3214 1.1214 -0.58 0.74 -0.20
H 1.7746 -0.2748 1.6229 0.35 -0.58 1.38
H -0.7295 -0.0212 -1.1656 0.85 -1.26 -1.64
O 1.9998 -3.8712 -1.5830 -1.10 -1.08 2.21
H 0.2100 0.6477 0.2849 -0.76 -2.06 -1.96
H 1.9272 -3.1831 -0.8710 0.58 -0.49 -1.16
O 2.6807 -2.3660 4.4535 -0.54 -1.32 -0.64
H 2.8085 -2.1511 3.5139 0.21 0.50 1.04
H 2.9662 -1.7264 5.0925 0.37 0.86 -0.37
O 1.1494 3.5182 3.3638 3.06 0.06 0.74
H 0.3334 3.1417 3.1714 -2.63 -0.93 -0.81
H 1.7520 2.7424 3.3225 -0.48 0.88 -0.08
O -3.4381 -2.2473 0.4224 -1.47 -0.76 -2.78
H -3.6426 -1.3076 0.3195 0.38 -0.63 0.93
H -3.2944 -2.5489 1.2986 0.37 0.70 1.26
O -0.1897 0.2078 -3.5523 -1.17 0.03 0.03
H -1.0114 -0.0845 -3.1232 0.49 0.17 -0.32
H 0.5151 -0.3300 -3.2151 0.60 -0.37 0.41
O -0.8783 -4.9016 1.4266 0.59 0.44 -3.00
H -0.1056 -4.5748 0.8773 -0.65 -0.45 1.53
H -1.4250 -5.0556 0.6252 -0.14 -0.33 0.76
O -3.7965 3.4670 -0.3831 1.79 -0.44 -4.14
H -4.1353 3.5992 -1.3462 -0.03 -0.08 2.60
H -2.8637 3.2369 -0.7435 -1.57 0.41 1.54
```
Forces are in eV/Å.

Values from the calculation:
Total charge ... -1
Multiplicity ... 1
Energy ... -41582.724 eV
Kohn-Sham gap ... 9.0 eV
Energy relative to the best compared isomer or geometry (same formula, charge and spin) ... 586.5 kJ/mol
Largest force on an atom ... 4.6 eV/A
M ... 359.3 g/mol